*1*
Formula: C16H20N2O2
Source: OMol25
Level of theory: the ωB97M-V functional and the def2-TZVPD basis

Geometry as XYZ:
```
40
Properties=species:S:1:pos:R:3:lowdin_charge:R:1
C -3.23 -1.84 0.12 -0.10
H -2.33 -2.12 0.67 0.06
H -2.98 -1.77 -0.94 0.08
H -3.97 -2.63 0.25 0.07
C -3.77 -0.51 0.63 -0.21
C -2.77 0.59 0.42 -0.25
C -1.68 0.74 1.27 -0.03
C -0.75 1.74 1.09 -0.01
C -0.88 2.62 0.02 -0.25
C -1.97 2.49 -0.84 -0.02
C -2.90 1.49 -0.64 -0.03
H -3.74 1.40 -1.31 0.11
H -2.08 3.18 -1.66 0.11
N 0.04 3.66 -0.20 0.14
C 1.39 3.66 -0.05 -0.42
O 2.05 4.66 -0.21 0.10
C 1.99 2.32 0.21 -0.23
N 2.64 2.00 1.30 0.13
O 3.08 0.73 1.14 0.03
C 2.70 0.26 -0.06 -0.26
C 1.99 1.24 -0.71 0.05
H 1.55 1.20 -1.68 0.13
C 3.05 -1.13 -0.42 -0.10
H 4.03 -1.36 0.00 0.13
H 3.10 -1.22 -1.51 0.13
C 2.02 -2.14 0.12 -0.42
C 0.66 -1.92 -0.52 -0.07
H 0.72 -2.02 -1.60 0.09
H -0.05 -2.66 -0.15 0.07
H 0.27 -0.93 -0.29 0.06
C 2.51 -3.56 -0.14 -0.08
H 1.80 -4.28 0.26 0.08
H 3.48 -3.73 0.33 0.08
H 2.62 -3.74 -1.21 0.08
H 1.94 -1.99 1.20 0.14
H -0.34 4.53 -0.55 0.16
H 0.06 1.85 1.79 0.11
H -1.57 0.06 2.11 0.12
H -4.69 -0.27 0.10 0.11
H -4.00 -0.60 1.69 0.11
```

As for the LUMO energy: 0.756 eV. As for the HOMO energy: -0.3192 Eh. Its SMILES is CCc1ccc(NC(=O)c2cc(CC(C)C)on2)cc1. The orbital gap comes out at 9.4 eV. The net charge is 0.

*2*
Formula: C16H20N2O2
Source: OMol25
Level of theory: the ωB97M-V functional and the def2-TZVPD basis

Geometry as XYZ:
```
40
Properties=species:S:1:pos:R:3:lowdin_charge:R:1
C -2.63 -2.53 -0.83 -0.09
N -1.83 -1.91 0.20 -0.20
C -0.59 -1.37 -0.33 -0.11
C 0.42 -1.03 0.77 -0.48
O 1.22 -1.84 1.19 0.07
N 0.32 0.23 1.25 0.06
H -0.33 0.87 0.82 0.11
C 1.29 0.79 2.15 -0.16
H 0.78 1.31 2.97 0.12
H 1.86 -0.06 2.56 0.12
C 2.24 1.75 1.42 -0.13
C 2.91 1.03 0.28 -0.25
C 4.03 0.25 0.51 -0.04
C 4.60 -0.48 -0.52 -0.08
C 4.04 -0.45 -1.79 -0.09
C 2.92 0.33 -2.02 -0.08
C 2.36 1.06 -0.99 -0.06
H 1.48 1.67 -1.18 0.11
H 2.48 0.36 -3.01 0.10
H 4.48 -1.02 -2.59 0.10
H 5.47 -1.09 -0.33 0.10
H 4.46 0.21 1.50 0.12
H 1.67 2.60 1.04 0.11
H 2.99 2.12 2.13 0.12
H -0.13 -2.15 -0.94 0.13
H -0.75 -0.48 -0.97 0.13
C -2.58 -0.97 1.02 -0.12
C -3.10 0.23 0.28 -0.26
C -4.27 0.43 -0.40 -0.03
C -4.18 1.73 -0.96 -0.06
C -2.98 2.22 -0.58 -0.12
O -2.31 1.32 0.16 0.00
H -2.49 3.16 -0.77 0.12
H -4.93 2.22 -1.55 0.10
H -5.08 -0.25 -0.48 0.11
H -3.43 -1.52 1.44 0.13
H -1.94 -0.65 1.84 0.12
H -3.52 -2.95 -0.37 0.09
H -2.06 -3.33 -1.28 0.09
H -2.94 -1.83 -1.62 0.09
```

As for the LUMO energy: 0.695 eV. As for the HOMO energy: -0.3157 Eh. Its SMILES is CN(CC(=O)NCCc1ccccc1)Cc1ccco1. The orbital gap comes out at 9.3 eV. The net charge is 0.

Quick one: most stable of them? *2*